1.
{
  "formula": "C19H41BN6PdSi4Te",
  "method": "ωB97M-V with the def2-TZVPD basis set",
  "species": ["Te", "Pd", "Si", "Si", "Si", "Si", "N", "N", "N", "N", "N", "N", "C", "C", "C", "C", "C", "C", "C", "C", "C", "C", "C", "C", "C", "C", "C", "C", "C", "C", "C", "B", "H", "H", "H", "H", "H", "H", "H", "H", "H", "H", "H", "H", "H", "H", "H", "H", "H", "H", "H", "H", "H", "H", "H", "H", "H", "H", "H", "H", "H", "H", "H", "H", "H", "H", "H", "H", "H", "H", "H", "H", "H"],
  "xyz": [[-0.20, -0.92, 1.00], [1.07, -1.54, -1.14], [-1.26, 1.36, 1.25], [-3.44, 0.93, 1.94], [-1.28, 3.01, -0.42], [0.06, 2.06, 3.05], [1.56, -4.32, -2.39], [0.64, -3.41, -1.86], [2.52, -1.50, -2.95], [2.77, -2.48, -0.34], [3.20, -2.64, -3.32], [3.47, -3.50, -0.98], [-0.44, -5.28, -2.42], [3.31, -2.30, 0.88], [-4.31, -0.03, 0.57], [-0.38, -0.31, -2.03], [0.39, 3.06, -1.30], [3.91, -2.38, -4.44], [4.36, -3.23, 1.04], [3.68, -1.05, -4.81], [-4.30, 2.58, 2.24], [-2.66, 2.61, -1.65], [-0.57, -3.99, -1.90], [2.79, -0.55, -3.83], [4.44, -3.96, -0.15], [0.32, 0.65, 4.28], [0.91, -5.45, -2.71], [-3.41, -0.09, 3.53], [-0.83, 3.49, 3.90], [-1.61, 4.67, 0.41], [1.72, 2.61, 2.34], [3.08, -3.92, -2.45], [-4.45, -0.30, 3.82], [3.76, -4.82, -2.85], [-1.79, 3.18, 4.34], [-1.09, -1.09, -2.30], [2.35, 2.94, 3.18], [-2.55, 4.68, 0.97], [0.13, 0.03, -2.93], [1.47, -6.29, -3.11], [-0.80, 4.96, 1.08], [5.07, -4.77, -0.47], [-4.36, 0.52, -0.38], [-4.36, 3.19, 1.33], [4.53, -3.15, -4.89], [-2.54, 1.65, -2.16], [0.84, -0.21, 3.82], [2.36, 0.44, -3.76], [0.47, 0.03, -0.53], [-0.61, 0.30, 4.72], [-0.97, 0.49, -1.60], [-2.93, 0.44, 4.36], [4.08, -0.51, -5.64], [-3.80, 3.18, 3.02], [2.91, -1.56, 1.55], [-5.34, -0.24, 0.89], [4.97, -3.34, 1.92], [-1.25, -5.99, -2.55], [0.96, 1.04, 5.09], [-5.32, 2.37, 2.57], [-2.64, 3.40, -2.42], [-3.81, -0.99, 0.38], [0.63, 2.13, -1.83], [2.24, 1.80, 1.82], [1.62, 3.46, 1.64], [1.21, 3.29, -0.62], [-1.68, 5.42, -0.39], [-0.18, 3.83, 4.72], [-2.90, -1.05, 3.39], [-1.01, 4.34, 3.23], [-1.44, -3.45, -1.54], [-3.65, 2.62, -1.18], [0.34, 3.86, -2.05]],
  "charge": 2,
  "spin_multiplicity": 5,
  "e_lumo_ha": [-0.21040, -0.36221],
  "fmax_ev_per_a": 4.14,
  "s_squared": 6.03
}

2.
{
  "formula": "C19H42FO8S",
  "method": "ωB97M-V with the def2-TZVPD basis set",
  "species": ["S", "F", "O", "O", "O", "O", "O", "O", "O", "O", "C", "C", "C", "C", "C", "C", "C", "C", "C", "C", "C", "C", "C", "C", "C", "C", "C", "C", "C", "H", "H", "H", "H", "H", "H", "H", "H", "H", "H", "H", "H", "H", "H", "H", "H", "H", "H", "H", "H", "H", "H", "H", "H", "H", "H", "H", "H", "H", "H", "H", "H", "H", "H", "H", "H", "H", "H", "H", "H", "H", "H"],
  "xyz": [[-4.47, 0.02, -0.32], [-1.75, -3.99, -2.89], [0.48, -1.36, -0.45], [4.80, 3.74, 0.09], [-0.44, -5.03, 2.47], [6.69, 2.50, -1.79], [2.22, -6.16, 2.96], [-4.09, 6.53, 0.98], [-4.27, 3.97, -0.46], [1.70, 0.51, -0.20], [1.72, -7.39, 2.48], [1.38, -0.48, -0.86], [-4.79, 4.20, 0.83], [-2.24, -1.81, -2.15], [6.21, 3.81, 0.20], [-0.86, -5.53, 3.72], [4.26, 2.45, 0.35], [-4.59, -1.48, -1.35], [-2.08, -3.23, -1.66], [1.95, -5.07, 2.09], [-2.86, 3.91, -0.50], [0.75, -4.27, 2.53], [-3.93, 7.16, -0.28], [-5.20, 5.65, 1.03], [5.65, 2.52, -2.75], [6.89, 3.75, -1.15], [-0.83, -3.39, -0.81], [-3.67, -1.47, -2.55], [0.41, -2.59, -1.23], [-4.39, -2.34, -0.73], [-2.93, 7.60, -0.30], [6.45, 4.77, 0.67], [-1.62, -6.29, 3.53], [-5.65, 5.76, 2.02], [4.27, 2.24, 1.42], [-5.68, 3.57, 0.95], [-4.03, -2.14, -3.33], [-3.29, -0.16, 0.30], [-4.67, 7.95, -0.42], [0.90, -3.87, 3.54], [0.63, -3.42, 1.85], [-0.04, -5.98, 4.27], [-2.55, 3.98, -1.54], [4.83, 1.67, -0.17], [-1.57, -1.65, -3.02], [1.80, -5.43, 1.07], [-1.94, -1.12, -1.37], [-2.50, 2.96, -0.10], [2.36, -7.78, 1.67], [5.97, 3.03, -3.66], [6.58, 3.01, 0.85], [-2.40, 4.73, 0.05], [-5.64, -1.52, -1.63], [2.83, -4.42, 2.10], [-4.01, 6.44, -1.10], [1.32, -3.16, -1.01], [0.41, -2.37, -2.29], [-5.94, 5.93, 0.28], [0.70, -7.30, 2.12], [-1.31, -4.73, 4.32], [1.81, -0.64, -1.85], [4.75, 3.00, -2.36], [-0.54, -4.43, -0.75], [5.42, 1.48, -3.00], [-3.69, -0.46, -2.98], [-4.07, 3.91, 1.60], [6.53, 4.57, -1.78], [-1.08, -3.07, 0.20], [3.24, 2.42, -0.01], [1.75, -8.10, 3.31], [7.96, 3.88, -1.01]],
  "charge": -1,
  "e_lumo_ha": 0.09326,
  "fmax_ev_per_a": 1.93
}

3.
{
  "formula": "C19H42LaNO3P3",
  "method": "ωB97M-V with the def2-TZVPD basis set",
  "species": ["La", "P", "P", "P", "O", "O", "O", "N", "C", "C", "C", "C", "C", "C", "C", "C", "C", "C", "C", "C", "C", "C", "C", "C", "C", "C", "C", "H", "H", "H", "H", "H", "H", "H", "H", "H", "H", "H", "H", "H", "H", "H", "H", "H", "H", "H", "H", "H", "H", "H", "H", "H", "H", "H", "H", "H", "H", "H", "H", "H", "H", "H", "H", "H", "H", "H", "H", "H", "H"],
  "xyz": [[-1.85, 1.51, -1.08], [2.09, -1.22, 1.08], [-1.62, -1.74, -0.58], [0.79, 2.40, -0.29], [-0.24, 0.46, -2.69], [-2.81, 2.89, 1.05], [-2.40, 0.77, 1.69], [-3.27, 1.00, 4.22], [-0.75, -1.35, -6.27], [0.77, -0.17, -4.81], [-1.68, 0.10, -4.56], [2.37, 0.33, 1.99], [-1.87, -0.85, -5.58], [-2.27, -3.02, 0.55], [2.37, 1.68, -0.93], [-2.71, 1.99, 1.96], [-0.11, -2.69, -1.15], [0.55, -0.88, -6.00], [0.41, 3.45, -1.73], [-2.98, 2.91, -5.70], [0.82, -2.04, 2.07], [1.40, 3.63, 0.92], [-2.65, -2.01, -2.06], [-2.97, 2.32, 3.44], [3.58, -2.21, 1.06], [-0.37, 0.18, -4.00], [-2.10, 2.54, -6.65], [-3.99, 0.44, 3.71], [4.34, -1.67, 0.48], [-0.55, 3.99, -1.62], [0.72, -1.52, 3.03], [3.12, 0.98, 1.52], [0.54, 4.20, 1.32], [-3.82, 3.00, 3.57], [-2.40, 1.98, -7.58], [-0.42, -3.62, -1.68], [3.17, 2.45, -0.96], [-3.63, 1.21, 5.18], [-1.49, -3.59, 1.05], [0.47, -2.05, -1.83], [-2.87, -3.08, -2.08], [2.74, 0.08, 3.00], [1.23, 4.17, -1.78], [1.81, -1.08, -0.33], [-3.59, -1.44, -1.96], [1.11, -3.08, 2.28], [-0.85, -2.10, -7.06], [2.18, 1.25, -1.93], [-0.17, -2.04, 1.59], [-2.79, 3.81, -5.09], [-2.87, -1.17, -5.92], [1.79, 0.18, -4.54], [0.43, 2.87, -2.66], [-1.02, 2.78, -6.55], [1.29, -1.15, -6.77], [2.74, 0.85, -0.30], [2.10, 4.32, 0.42], [-2.39, 0.45, 4.32], [0.51, -2.96, -0.27], [-2.88, -2.52, 1.31], [-2.91, -3.71, 0.00], [-2.46, 0.86, -4.30], [1.41, 0.88, 2.07], [3.37, -3.15, 0.52], [3.91, -2.41, 2.09], [-3.86, 2.32, -5.49], [-2.15, -1.71, -2.99], [-2.10, 2.77, 3.94], [1.90, 3.14, 1.77]],
  "charge": 3,
  "e_lumo_ha": -0.32482,
  "fmax_ev_per_a": 2.91
}

4.
{
  "formula": "C19H43As3O4Sn",
  "method": "ωB97M-V with the def2-TZVPD basis set",
  "species": ["Sn", "As", "As", "As", "O", "O", "O", "O", "C", "C", "C", "C", "C", "C", "C", "C", "C", "C", "C", "C", "C", "C", "C", "C", "C", "C", "C", "H", "H", "H", "H", "H", "H", "H", "H", "H", "H", "H", "H", "H", "H", "H", "H", "H", "H", "H", "H", "H", "H", "H", "H", "H", "H", "H", "H", "H", "H", "H", "H", "H", "H", "H", "H", "H", "H", "H", "H", "H", "H", "H"],
  "xyz": [[-0.12, -0.18, -1.26], [2.28, 0.05, 2.41], [-0.27, 1.83, 2.58], [1.14, 0.36, 7.77], [-2.42, -0.11, -1.55], [0.65, -2.25, -1.91], [-0.64, -0.55, -3.46], [-1.14, -1.87, 0.04], [-0.75, 0.01, 7.80], [1.57, 1.50, 4.90], [2.90, -1.79, 2.25], [0.04, -3.44, -1.36], [1.75, 1.64, 6.44], [2.37, 2.69, 4.35], [0.09, 1.61, 4.51], [0.15, 3.68, 2.14], [3.87, 1.06, 1.93], [-0.30, -1.82, -4.07], [-1.91, 0.03, -3.85], [2.19, -1.24, 7.91], [-0.35, -3.08, 0.05], [-2.57, -2.08, -0.18], [-2.22, 1.85, 2.62], [0.93, -2.29, -3.34], [2.12, 0.17, 4.37], [-2.95, -0.44, -2.87], [-3.14, -0.72, -0.45], [-0.81, -3.74, -1.98], [0.19, 4.26, 3.06], [2.17, -2.49, 2.64], [4.52, 1.14, 2.80], [3.43, 2.61, 4.63], [-1.30, 0.92, 7.57], [0.78, -4.25, -1.36], [-3.00, -2.51, 0.72], [-0.66, 4.06, 1.52], [-2.61, 2.14, 1.65], [2.00, -1.87, 7.04], [2.32, 2.76, 3.27], [2.00, 3.63, 4.75], [1.30, 2.58, 6.77], [-3.90, 0.08, -3.01], [-4.21, -0.76, -0.68], [-2.16, -0.23, -4.88], [-1.15, -2.51, -3.98], [-3.12, -1.52, -2.93], [-1.02, -0.33, 8.81], [2.82, 1.72, 6.66], [3.24, -0.97, 7.98], [-0.90, -3.88, 0.54], [4.40, 0.51, 1.15], [0.54, -2.85, 0.64], [3.12, -0.03, 4.76], [1.26, -3.28, -3.63], [-0.47, 0.72, 4.80], [3.82, -1.87, 2.83], [-3.00, -0.06, 0.40], [1.89, -1.77, 8.81], [3.13, -2.02, 1.21], [-2.51, 2.61, 3.35], [-0.98, -0.79, 7.09], [-2.62, 0.89, 2.93], [1.47, -0.66, 4.65], [-2.71, -2.77, -1.01], [-0.39, 2.47, 4.99], [-0.08, -1.67, -5.13], [1.76, -1.59, -3.50], [1.09, 3.77, 1.60], [-1.78, 1.11, -3.80], [3.63, 2.06, 1.56]],
  "charge": 4,
  "e_lumo_ha": [-0.47209, -0.44574],
  "fmax_ev_per_a": 0.61
}

5.
{
  "formula": "C19H43CeOP3SSe",
  "method": "ωB97M-V with the def2-TZVPD basis set",
  "species": ["Ce", "Se", "S", "P", "P", "P", "O", "C", "C", "C", "C", "C", "C", "C", "C", "C", "C", "C", "C", "C", "C", "C", "C", "C", "C", "C", "H", "H", "H", "H", "H", "H", "H", "H", "H", "H", "H", "H", "H", "H", "H", "H", "H", "H", "H", "H", "H", "H", "H", "H", "H", "H", "H", "H", "H", "H", "H", "H", "H", "H", "H", "H", "H", "H", "H", "H", "H", "H", "H"],
  "xyz": [[0.43, -0.09, -0.25], [-0.75, -1.68, 1.48], [2.54, 2.94, 0.34], [-2.08, 1.73, -1.93], [2.38, -1.32, 1.54], [1.08, -1.59, -2.62], [1.45, 1.82, 0.21], [-4.73, -3.05, 3.32], [-3.20, -1.26, 2.79], [2.19, -0.58, 3.21], [-2.46, -2.16, 2.01], [-3.20, 0.42, -2.46], [-1.19, 2.47, -3.30], [2.29, -3.11, 1.91], [-0.46, 3.36, 3.27], [-4.32, -1.72, 3.48], [-4.08, -3.90, 2.42], [-2.89, 2.91, -0.86], [0.23, -3.18, -2.98], [0.95, -0.79, -4.27], [1.69, 4.43, -0.20], [2.83, -2.13, -2.64], [4.13, -1.03, 1.14], [-1.45, 2.52, 3.60], [-2.96, -3.45, 1.73], [3.57, 2.71, -1.13], [1.69, 0.03, -4.34], [1.15, -1.52, -5.06], [1.24, -3.44, 1.97], [-4.86, -1.03, 4.14], [2.35, -1.36, 3.97], [-5.58, -3.41, 3.89], [3.00, 2.87, -2.06], [-0.85, 1.38, -1.18], [1.41, 4.36, -1.26], [-3.98, 2.82, -0.96], [-4.15, 0.86, -2.79], [4.01, 1.71, -1.11], [-2.58, 3.93, -1.13], [1.18, -0.16, 3.34], [-0.85, -3.01, -3.03], [-4.44, -4.92, 2.25], [2.77, -3.68, 1.10], [-0.66, 3.36, -2.92], [4.77, -1.48, 1.92], [0.44, -3.90, -2.18], [3.49, -1.25, -2.72], [2.36, 5.28, -0.05], [-2.77, -0.14, -3.30], [4.33, 0.05, 1.08], [-0.45, 1.74, -3.66], [-1.25, 1.63, 4.22], [-0.64, 4.25, 2.66], [4.38, 3.45, -1.06], [2.79, -3.31, 2.86], [-2.41, -4.07, 1.02], [-2.61, 2.70, 0.19], [-1.88, 2.76, -4.11], [-2.84, -0.23, 2.89], [2.93, 0.22, 3.35], [0.58, 3.18, 3.58], [0.80, 4.55, 0.42], [-2.48, 2.67, 3.27], [3.02, -2.80, -3.49], [-3.40, -0.26, -1.62], [0.58, -3.58, -3.94], [3.07, -2.66, -1.71], [4.37, -1.48, 0.16], [-0.05, -0.38, -4.41]],
  "charge": 3,
  "spin_multiplicity": 2,
  "e_lumo_ha": [-0.34359, -0.34125],
  "fmax_ev_per_a": 2.46,
  "s_squared": 0.75
}

6.
{
  "formula": "C19H43Cl2O7RhSi",
  "method": "ωB97M-V with the def2-TZVPD basis set",
  "species": ["Rh", "Cl", "Cl", "Si", "O", "O", "O", "O", "O", "O", "O", "C", "C", "C", "C", "C", "C", "C", "C", "C", "C", "C", "C", "C", "C", "C", "C", "C", "C", "C", "H", "H", "H", "H", "H", "H", "H", "H", "H", "H", "H", "H", "H", "H", "H", "H", "H", "H", "H", "H", "H", "H", "H", "H", "H", "H", "H", "H", "H", "H", "H", "H", "H", "H", "H", "H", "H", "H", "H", "H", "H", "H", "H"],
  "xyz": [[-0.39, -1.91, -1.21], [-0.07, -0.97, -3.80], [-2.68, -1.70, -2.63], [-0.02, 1.20, 0.22], [1.22, 1.34, -0.77], [1.38, -2.85, -0.29], [-0.67, -0.27, -0.50], [-1.10, 2.33, 0.21], [-1.13, -2.91, 0.75], [0.01, -4.00, -2.24], [0.49, 0.84, 1.71], [2.53, 2.03, -0.66], [-2.44, -3.16, 1.33], [-0.10, -3.56, 1.49], [0.00, 2.76, 3.18], [-2.28, 2.23, -1.94], [-1.45, 0.68, 3.26], [1.91, -4.05, -0.82], [2.45, 3.20, 0.33], [-3.16, 3.57, 0.05], [0.94, 0.63, 3.99], [1.42, -4.19, -2.24], [-1.05, 4.31, -1.11], [-1.86, -1.02, -4.10], [-0.05, 1.25, 3.01], [3.60, 1.08, -0.27], [-0.90, -5.09, -1.98], [-1.91, 3.12, -0.74], [2.81, 2.46, -2.10], [1.21, -2.86, 1.18], [-1.32, 1.99, -2.40], [3.23, 3.91, 0.02], [1.95, 3.04, -2.50], [-1.72, 0.77, 4.31], [-2.92, 2.74, -2.61], [-0.99, -5.28, -0.94], [-3.86, 4.06, -0.61], [-1.49, -0.40, 3.03], [1.67, -5.18, -2.66], [-2.63, -4.23, 1.22], [1.96, 1.07, 3.94], [-2.78, 1.34, -1.63], [-1.71, 5.05, -1.63], [1.05, 3.11, 3.24], [3.00, -4.03, -0.78], [1.50, -4.91, -0.30], [-1.81, -4.77, -2.40], [-0.44, 3.28, 2.38], [0.00, -4.63, 1.25], [-0.24, -3.51, 2.55], [1.48, 3.71, 0.38], [4.57, 1.58, -0.49], [2.05, -3.43, 1.68], [-2.10, -1.74, -4.84], [-2.45, -2.84, 2.36], [-0.67, 4.78, -0.22], [2.99, 1.53, -2.68], [0.99, -0.42, 3.75], [3.60, 0.89, 0.78], [-0.43, 3.06, 4.13], [-2.18, 0.00, -4.25], [-0.14, 4.08, -1.61], [3.68, 3.05, -2.17], [3.47, 0.15, -0.81], [-2.27, 1.10, 2.69], [2.73, 2.87, 1.35], [-3.17, -2.62, 0.70], [-3.66, 2.73, 0.52], [1.25, -1.79, 1.44], [1.88, -3.44, -2.89], [-2.85, 4.24, 0.86], [0.61, 0.62, 5.04], [-0.56, -5.99, -2.52]],
  "charge": 2,
  "spin_multiplicity": 5,
  "e_lumo_ha": [-0.19624, -0.33059],
  "fmax_ev_per_a": 1.97,
  "s_squared": 6.01
}

7.
{
  "formula": "C19H43FNO7PS3",
  "method": "ωB97M-V with the def2-TZVPD basis set",
  "species": ["S", "S", "S", "P", "F", "O", "O", "O", "O", "O", "O", "O", "N", "C", "C", "C", "C", "C", "C", "C", "C", "C", "C", "C", "C", "C", "C", "C", "C", "C", "C", "C", "H", "H", "H", "H", "H", "H", "H", "H", "H", "H", "H", "H", "H", "H", "H", "H", "H", "H", "H", "H", "H", "H", "H", "H", "H", "H", "H", "H", "H", "H", "H", "H", "H", "H", "H", "H", "H", "H", "H", "H", "H", "H", "H"],
  "xyz": [[-5.31, 5.02, -2.43], [-5.96, 5.13, -0.32], [-3.17, 3.49, -2.03], [0.83, -1.75, 0.12], [-6.97, 6.32, -0.28], [-6.68, 3.96, 0.00], [-5.98, 3.91, -3.00], [-1.64, 6.06, -0.92], [-5.71, 6.30, -2.92], [-3.90, 2.83, -0.97], [-4.84, 5.46, 0.48], [-3.08, 2.66, -3.21], [-3.74, 4.96, -2.38], [3.36, 0.50, 1.29], [-2.07, -0.41, -1.53], [0.51, -0.91, -1.45], [3.37, -3.18, 2.08], [0.51, 4.98, -0.67], [1.87, 0.74, 1.07], [-0.61, -2.76, 0.46], [0.96, -0.46, 1.37], [-0.82, 5.05, -1.48], [-1.49, 3.68, -1.40], [0.14, -5.74, 0.58], [-0.64, 0.11, -1.53], [2.34, -2.66, -0.29], [-2.36, -1.53, -2.54], [0.13, -4.87, 1.83], [3.75, 0.47, 2.76], [4.83, -2.80, 2.34], [3.11, -3.62, 0.63], [-0.74, -3.61, 1.74], [4.96, -2.39, 3.34], [-0.87, 2.99, -1.96], [3.13, -4.00, 2.76], [-0.55, -2.99, 2.61], [2.05, -3.25, -1.17], [0.50, 4.13, 0.01], [5.47, -3.68, 2.26], [-1.48, 6.86, -1.42], [-0.52, 5.28, -2.50], [4.07, -3.82, 0.15], [3.56, 1.44, 3.23], [-0.83, -6.20, 0.41], [1.70, 1.08, 0.05], [-1.42, -2.03, 0.54], [0.41, -5.18, -0.32], [-0.23, -5.47, 2.67], [-2.28, -1.16, -3.56], [3.68, -0.43, 0.80], [-3.37, -1.90, -2.40], [-1.78, -3.91, 1.80], [1.55, 1.56, 1.72], [0.56, 5.86, -0.04], [1.38, 4.88, -1.31], [2.72, -2.35, 2.37], [-0.07, -0.08, 1.45], [1.44, -0.39, -1.69], [-1.68, -2.38, -2.43], [3.04, -1.92, -0.68], [-0.49, 0.67, -2.45], [0.41, -1.68, -2.23], [2.61, -4.59, 0.63], [-0.53, 0.83, -0.71], [1.14, -4.59, 2.10], [3.19, -0.28, 3.32], [-1.51, 3.37, -0.36], [1.18, -0.89, 2.35], [4.81, 0.25, 2.88], [5.19, -2.05, 1.62], [-0.84, -3.35, -0.42], [0.87, -6.55, 0.69], [-2.72, 0.43, -1.76], [3.92, 1.30, 0.80], [-2.37, -0.73, -0.53]],
  "charge": 0,
  "e_lumo_ha": -0.02005,
  "fmax_ev_per_a": 1.77
}